1.
ORCA calculation (wB97M-V/def2-TZVPD) on a cluster of 2 separate species, C28H41B2BrN3O10S2 in total.

The geometry in XYZ format:
```
87
C28H41B2BrN3O10S2 (wB97M-V/def2-TZVPD)
C 1.929 -1.767 4.259
C 2.169 -0.309 3.687
C 1.031 0.146 2.694
Br -0.480 1.066 3.633
C 1.525 0.912 1.434
C 2.491 2.049 1.505
C 3.112 2.614 2.817
C 2.112 3.513 3.682
C 1.334 4.575 2.818
N 0.027 4.099 2.289
C 2.892 2.733 0.263
C 2.396 2.319 -1.058
B 2.883 3.054 -2.413
O 3.608 2.321 -3.369
O 2.641 4.426 -2.651
C 1.193 4.626 -2.447
C 1.442 1.215 -1.081
C 0.974 0.502 0.127
N 0.003 -0.569 0.059
C -1.412 -0.103 0.162
C -1.645 1.437 -0.059
C -3.215 1.671 0.089
O -3.907 1.351 -1.135
C -5.097 0.691 -0.918
C -5.558 -0.289 -2.073
O -5.816 0.824 0.041
C 0.226 -1.479 -1.034
C 0.048 -2.920 -0.739
S -0.414 -3.372 0.986
C 0.200 -3.969 -1.774
C -0.044 -5.487 -1.436
C -1.582 -5.666 -1.017
C -2.305 -6.824 -1.785
C -3.769 -6.986 -1.171
O -4.433 -5.704 -1.104
C 0.546 -3.528 -3.119
C 0.756 -2.116 -3.455
B 1.176 -1.761 -4.957
O 0.318 -2.100 -6.023
O 2.421 -1.144 -5.244
C 0.574 -1.111 -2.413
S 0.790 0.681 -2.713
H 0.839 -1.837 4.541
H 2.175 -2.481 3.423
H 2.599 -1.955 5.140
H 3.164 -0.270 3.155
H 2.256 0.462 4.507
H 0.564 -0.808 2.312
H 3.627 1.832 3.444
H 3.938 3.325 2.522
H 2.789 4.117 4.356
H 1.461 2.915 4.366
H 1.095 5.419 3.526
H 1.983 5.051 2.022
H 0.083 3.145 1.927
H -0.152 4.680 1.459
H 3.602 3.597 0.269
H 4.011 2.936 -4.010
H 0.997 4.691 -1.346
H 0.946 5.572 -2.985
H 0.663 3.728 -2.867
H -1.742 -0.322 1.223
H -2.102 -0.648 -0.533
H -1.177 2.089 0.726
H -1.355 1.762 -1.095
H -3.384 2.727 0.412
H -3.526 1.026 0.962
H -6.654 -0.458 -1.941
H -4.948 -1.224 -2.033
H -5.348 0.268 -3.031
H 0.710 -3.901 1.569
H 0.662 -5.836 -0.641
H 0.092 -6.084 -2.376
H -2.086 -4.672 -1.172
H -1.649 -5.896 0.087
H -1.824 -7.830 -1.676
H -2.453 -6.567 -2.866
H -4.391 -7.708 -1.761
H -3.691 -7.368 -0.119
H -4.378 -5.351 -0.202
H 0.649 -4.308 -3.910
H 0.825 -2.602 -6.689
H 3.141 -1.696 -4.890
N 1.710 7.716 4.709
O 1.181 8.316 3.751
O 1.205 7.784 5.845
O 2.749 7.043 4.525
```

Calculated values
* M: 745.31 g/mol
* charge: -1
* F_max: 2.937 eV Å⁻¹
* Kohn-Sham gap: 5.7 eV
* LUMO level: 0.049 Eh

2.
ORCA calculation (wB97M-V/def2-TZVPD) on a cluster of 16 separate species, C4H39O17 in total.

The geometry in XYZ format:
```
60
C4H39O17 (wB97M-V/def2-TZVPD)
C 0.129 -1.508 -2.430
O 0.995 -0.721 -3.259
C 0.397 -1.268 -0.894
C -0.471 -0.133 -0.458
C -0.097 0.349 0.983
O 0.015 -0.763 1.850
H -0.801 -1.155 -2.741
H 0.509 -2.586 -2.543
H 1.028 0.225 -3.067
H 1.465 -1.145 -0.621
H 0.219 -2.109 -0.206
H -0.651 0.701 -1.073
H -1.357 -0.763 -0.511
H -0.723 1.031 1.491
H 0.815 0.860 0.846
H 3.448 -0.768 0.575
H 3.807 -0.580 -0.915
O 3.643 -0.141 -0.127
H -4.011 1.793 0.156
H -2.727 0.944 0.234
O -3.416 1.306 -0.427
H -2.900 1.096 -2.399
H -1.872 1.344 -3.526
O -2.695 0.838 -3.251
H 3.660 -0.483 -3.351
H 2.684 -1.207 -2.478
O 3.592 -1.058 -2.639
H -1.887 -3.043 -0.893
H -2.654 -2.906 -2.110
O -1.820 -3.225 -1.779
H 2.331 2.295 0.926
H 3.161 1.363 0.073
O 2.890 2.297 0.112
H 1.258 0.708 4.451
H 0.735 -0.050 3.039
O 0.631 0.715 3.794
H -1.243 -0.227 4.491
H -0.950 -0.991 3.142
O -1.623 -0.805 3.811
H 1.193 1.997 3.061
H 0.768 3.438 2.974
O 1.562 2.879 2.721
H -2.400 0.316 2.757
H -3.607 -0.487 2.653
O -3.328 0.430 2.376
H -3.446 -0.969 -3.116
H -3.356 -0.771 -1.643
O -3.718 -1.316 -2.242
H 2.526 -2.581 2.031
H 1.484 -1.491 1.873
O 2.452 -1.683 1.736
H 2.371 1.255 -1.433
H 1.249 2.213 -1.787
O 1.860 1.612 -2.259
H 1.765 4.313 0.246
H 1.600 4.103 -1.245
O 1.121 4.522 -0.520
H -2.654 -2.372 1.038
H -1.024 -2.672 1.311
O -1.931 -2.966 1.197
```

Calculated values
* M: 359.34 g/mol
* charge: -1
* F_max: 5.831 eV Å⁻¹
* Kohn-Sham gap: 9.1 eV
* LUMO level: 0.097 Eh

3.
ORCA calculation (wB97M-V/def2-TZVPD) on a cluster of 7 separate species, C38H62O22 in total.

The geometry in XYZ format:
```
122
C38H62O22 (wB97M-V/def2-TZVPD)
C 11.565 -0.139 1.569
C 11.888 -0.063 0.085
O 11.680 1.253 -0.404
C 11.042 1.398 -1.641
C 9.921 2.430 -1.558
O 9.238 2.430 -0.305
C 8.133 1.652 -0.185
C 6.954 2.272 0.240
C 5.809 1.520 0.424
C 5.833 0.145 0.195
C 7.013 -0.470 -0.229
C 8.164 0.283 -0.420
C 7.054 -1.930 -0.500
O 7.972 -2.458 -1.083
C 5.892 -2.716 -0.032
C 4.771 -2.122 0.375
C 4.617 -0.658 0.404
O 3.523 -0.165 0.585
H 11.199 0.830 1.894
H 10.791 -0.873 1.775
H 12.437 -0.393 2.162
H 11.268 -0.755 -0.484
H 12.927 -0.335 -0.102
H 10.663 0.440 -1.998
H 11.756 1.754 -2.388
H 9.204 2.252 -2.358
H 10.324 3.432 -1.659
H 6.953 3.335 0.420
H 4.892 1.991 0.742
H 9.064 -0.217 -0.740
H 5.997 -3.789 -0.081
H 3.911 -2.700 0.681
C 0.469 1.984 0.890
C 0.255 3.387 1.411
O 1.177 4.319 0.816
C 0.847 4.749 -0.400
O -0.133 4.436 -1.025
O 1.846 5.506 -0.854
C 1.666 5.990 -2.190
H 1.507 1.679 1.023
H -0.169 1.284 1.430
H 0.226 1.922 -0.171
H 0.466 3.449 2.476
H -0.763 3.732 1.236
H 0.710 6.498 -2.291
H 1.723 5.170 -2.902
H 2.477 6.692 -2.359
C -0.322 12.858 -3.247
C 1.074 12.702 -2.688
O 1.064 12.039 -1.412
C 0.968 10.713 -1.460
O 0.883 10.043 -2.458
O 0.875 10.257 -0.212
C 0.682 8.843 -0.121
H -0.964 13.370 -2.530
H -0.290 13.446 -4.164
H -0.759 11.887 -3.477
H 1.527 13.670 -2.482
H 1.719 12.151 -3.370
H 1.440 8.316 -0.692
H -0.308 8.571 -0.486
H 0.771 8.593 0.932
C -0.420 -6.646 0.546
C -0.160 -6.634 -0.943
O -0.210 -5.295 -1.469
C 0.895 -4.573 -1.301
O 1.917 -4.945 -0.783
O 0.652 -3.337 -1.733
C 1.762 -2.445 -1.592
H -1.358 -6.136 0.767
H -0.486 -7.670 0.913
H 0.379 -6.139 1.086
H -0.942 -7.162 -1.485
H 0.801 -7.082 -1.190
H 2.644 -2.850 -2.083
H 1.973 -2.269 -0.540
H 1.464 -1.513 -2.062
C -3.594 -4.420 -0.298
C -4.318 -3.246 0.320
O -5.732 -3.496 0.434
C -6.104 -4.244 1.466
O -5.387 -4.693 2.322
O -7.426 -4.420 1.392
C -7.971 -5.253 2.420
H -4.039 -4.679 -1.260
H -2.546 -4.170 -0.462
H -3.647 -5.293 0.352
H -4.252 -2.366 -0.316
H -3.922 -2.998 1.303
H -7.631 -4.921 3.398
H -7.687 -6.293 2.271
H -9.048 -5.147 2.343
C -7.296 -1.282 3.839
C -6.948 -2.400 4.798
O -6.116 -1.939 5.875
C -6.759 -1.328 6.867
O -7.946 -1.133 6.933
O -5.852 -0.876 7.732
C -6.395 -0.139 8.831
H -6.388 -0.801 3.475
H -7.841 -1.684 2.983
H -7.920 -0.532 4.323
H -6.350 -3.163 4.302
H -7.843 -2.865 5.209
H -7.161 -0.718 9.341
H -6.821 0.801 8.485
H -5.558 0.050 9.495
C -7.345 -3.367 -2.568
C -8.198 -4.603 -2.403
O -8.724 -5.066 -3.661
C -7.882 -5.787 -4.395
O -6.749 -6.076 -4.105
O -8.471 -6.051 -5.561
C -7.654 -6.772 -6.488
H -7.903 -2.581 -3.078
H -7.041 -3.006 -1.587
H -6.449 -3.589 -3.148
H -9.080 -4.395 -1.801
H -7.640 -5.411 -1.933
H -7.268 -7.682 -6.035
H -6.823 -6.154 -6.824
H -8.305 -7.011 -7.324
```

Calculated values
* M: 870.89 g/mol
* F_max: 0.842 eV Å⁻¹
* Kohn-Sham gap: 8.1 eV
* LUMO level: -0.047 Eh

4.
ORCA calculation (wB97M-V/def2-TZVPD) on a structure of composition C9H24ClCrI2N2P2.

The geometry in XYZ format:
```
41
C9H24ClCrI2N2P2 (wB97M-V/def2-TZVPD)
I -0.555 1.322 3.288
I -1.960 -0.772 3.505
Cr 0.007 0.058 -1.710
P -2.089 0.065 -1.126
C -2.242 0.247 0.619
C -2.894 1.422 -1.939
H -3.936 1.104 -1.896
H -3.877 -1.195 -1.680
H -2.558 1.622 -2.959
H -2.520 -1.762 -2.729
H -1.651 1.120 0.951
H -2.781 2.340 -1.346
C -2.816 -1.449 -1.725
H -3.260 0.306 0.973
H -2.638 -2.288 -1.036
H -1.755 -0.678 0.964
P 2.107 0.026 -1.124
C 2.232 0.083 0.640
C 2.848 -1.458 -1.783
H 2.557 1.676 -2.936
H 3.925 1.137 -1.857
H 2.732 2.326 -1.281
C 2.874 1.436 -1.915
H 2.545 -1.760 -2.790
H 3.902 -1.178 -1.740
H 3.273 0.021 0.955
H 1.702 -0.803 1.048
H 2.684 -2.301 -1.097
H 1.796 1.047 0.964
Cl -0.006 -0.078 -3.872
C 1.417 -0.034 6.667
N 0.155 0.063 5.992
C -1.165 0.130 6.506
C 0.329 -0.560 4.705
N 0.931 -1.568 4.337
H 1.349 0.193 7.745
H 2.076 0.666 6.111
H 1.912 -1.031 6.490
H -1.362 1.195 6.727
H -1.959 -0.243 5.776
H -1.337 -0.401 7.465
```

Calculated values
* M: 563.51 g/mol
* charge: +2
* F_max: 9.256 eV Å⁻¹
* 2S+1: 4
* Kohn-Sham gap (spin up / spin down): 3.4 / 4.8 eV
* LUMO level (spin up / spin down): -0.354 / -0.302 Eh

5.
ORCA calculation (wB97M-V/def2-TZVPD) on a structure of composition C19H42NOP3STb.

The geometry in XYZ format:
```
68
C19H42NOP3STb (wB97M-V/def2-TZVPD)
Tb 0.761 -1.286 -0.475
P -0.181 1.239 0.766
P -1.944 -1.432 -1.349
P 2.998 0.419 -0.810
H 0.461 -2.862 -2.754
C 1.290 -2.338 -2.269
C 1.948 -2.922 -1.155
H 1.523 -3.825 -0.685
C -0.727 2.659 -0.256
C -1.657 0.970 1.817
C 0.915 2.054 1.988
C -2.349 -2.843 -2.447
C -3.204 -1.654 -0.032
C -2.640 -0.028 -2.302
C 4.271 -0.168 -1.990
C 4.028 0.584 0.704
C 2.857 2.171 -1.327
H 1.830 -1.672 -2.956
H 3.028 -2.825 -1.007
H -0.930 3.525 0.388
H -1.636 2.392 -0.808
H 0.055 2.917 -0.981
H -1.727 1.789 2.545
H -1.554 0.020 2.359
H -2.571 0.934 1.211
H 0.298 2.684 2.643
H 1.682 2.669 1.502
H 1.410 1.287 2.598
H -3.364 -3.199 -2.222
H -1.639 -3.661 -2.268
H -2.285 -2.549 -3.503
H -3.914 -0.816 -0.039
H -2.724 -1.697 0.955
H -3.751 -2.590 -0.198
H -3.511 -0.362 -2.883
H -1.883 0.354 -3.002
H -2.939 0.786 -1.629
H 5.117 0.535 -1.988
H 3.848 -0.223 -3.001
H 4.625 -1.165 -1.702
H 4.915 1.195 0.484
H 4.350 -0.414 1.028
H 3.455 1.046 1.517
H 3.864 2.574 -1.510
H 2.356 2.780 -0.565
H 2.276 2.228 -2.257
C 0.038 0.400 -5.677
C -0.629 1.601 -6.265
C -2.087 1.479 -6.144
C -2.651 0.216 -6.086
C -1.887 -0.952 -5.901
C -0.509 -0.857 -5.617
S 1.015 1.440 -4.755
H 0.026 2.287 -5.425
H -0.278 1.939 -7.248
H -2.694 2.375 -6.266
H -3.734 0.108 -6.196
H -2.376 -1.924 -5.934
H 0.115 -1.713 -5.355
C 0.670 -3.054 3.643
C 0.022 -3.083 2.315
N -1.029 -3.899 2.150
O 0.405 -2.368 1.333
H 0.811 -4.081 4.010
H 0.022 -2.526 4.360
H 1.639 -2.549 3.576
H -1.507 -3.937 1.259
H -1.328 -4.473 2.926
```

Calculated values
* M: 584.47 g/mol
* charge: +3
* F_max: 6.856 eV Å⁻¹
* 2S+1: 7
* Kohn-Sham gap (spin up / spin down): 5.8 / 5.9 eV
* LUMO level (spin up / spin down): -0.381 / -0.405 Eh

6.
ORCA calculation (wB97M-V/def2-TZVPD) on the molecule C13H16N2O5S.

The geometry in XYZ format:
```
37
C13H16N2O5S (wB97M-V/def2-TZVPD)
O -2.712 -2.137 -1.320
O 3.688 1.869 -2.520
O 3.891 -0.276 -1.354
N -1.047 -1.247 1.565
O -2.711 0.840 -1.214
O 2.455 1.057 1.858
C -2.213 -1.983 -0.227
C -1.788 -2.254 1.958
C -0.704 2.028 -1.841
C 0.694 2.093 -1.856
C 0.758 0.056 -0.513
C -1.355 0.951 -1.228
C -0.629 -0.014 -0.496
C 1.425 1.081 -1.225
N -1.248 -1.074 0.205
C -3.328 0.791 -2.501
C -1.831 -2.675 3.368
C -2.585 -2.895 0.890
C 3.796 1.123 1.427
C 3.841 1.944 0.128
S 3.265 1.051 -1.340
H 2.382 0.682 2.744
H -1.290 2.779 -2.342
H 1.187 2.898 -2.387
H 1.369 -0.720 -0.020
H -4.418 0.738 -2.301
H -3.040 -0.118 -3.039
H -3.118 1.682 -3.108
H -0.877 -3.049 3.716
H -2.087 -1.853 4.007
H -2.596 -3.450 3.542
H -2.267 -3.945 0.684
H -3.651 -2.833 1.129
H 4.235 0.105 1.264
H 4.381 1.639 2.185
H 3.253 2.870 0.234
H 4.877 2.246 -0.071
```

Calculated values
* M: 312.35 g/mol
* F_max: 3.388 eV Å⁻¹
* Kohn-Sham gap: 9.3 eV
* LUMO level: 0.020 Eh